[1]
The following is a quantum chemistry calculation of C5H9NO as an isolated structure at a distorted geometry, from OMol25.

HOMO energy = -0.3264 Eh
Charge = 0
Multiplicity = 1
ΔE to the lowest compared entry with this formula, charge and spin = 69.9 kcal/mol
Electronic energy = -325.82615 Ha

Atoms and positions in Å:
C: 1.31007 0.75418 0.09534
C: 0.13570 -0.20223 0.21377
C: 0.58219 -1.46350 0.98905
C: -1.27384 1.18539 0.00401
N: -1.37063 0.51623 -1.22869
C: -0.71238 -0.65711 -0.93399
O: -0.95961 -1.78534 -1.31346
H: 2.23087 0.24541 -0.20917
H: 1.50058 1.18469 1.08893
H: 1.09590 1.58569 -0.57662
H: 0.98875 -1.30085 1.99293
H: 1.40750 -1.89213 0.37956
H: -0.18886 -2.24099 0.99243
H: -1.98547 0.92279 0.78486
H: -1.19949 2.29142 -0.11945
H: -1.56131 0.85634 -2.15950



[2]
The following is a quantum chemistry calculation of one molecule with the formula C5H9NO, from OMol25.

HOMO energy = -0.2901 Eh
Charge = 0
Multiplicity = 1
ΔE to the lowest compared entry with this formula, charge and spin = 79.5 kcal/mol
Electronic energy = -325.81084 Ha

Atoms and positions in Å:
C: -1.40244 -0.23491 1.09293
C: -1.30444 -0.23937 -0.42698
N: -0.71131 0.96725 -1.01558
C: 0.54241 1.30170 -1.11962
C: 1.57004 0.58286 -0.25531
C: 1.86281 -0.88510 0.01419
O: 1.19849 -1.86567 -0.22608
H: -0.45019 0.03185 1.56069
H: -2.16368 0.45885 1.46131
H: -1.65497 -1.24466 1.43153
H: -2.28874 -0.36833 -0.88129
H: -1.35092 1.55269 -1.54290
H: -0.66883 -1.05889 -0.75404
H: 1.41834 1.03264 0.74349
H: 2.54055 0.98277 -0.57182
H: 2.86288 -1.01367 0.48948



[3]
The following is a quantum chemistry calculation of a 2-piece molecular cluster, C5H9NO overall at a distorted geometry, from OMol25.

HOMO energy = -0.2884 Eh
Charge = 0
Multiplicity = 1
ΔE to the lowest compared entry with this formula, charge and spin = 130.0 kcal/mol
Electronic energy = -325.73040 Ha

Atoms and positions in Å:
C: -2.88842 -0.49055 0.51842
C: 0.61423 -0.85708 -1.22508
C: 0.82452 -0.71403 0.25017
C: -0.54027 -0.73490 -0.26198
C: 1.66869 0.32338 1.00844
N: -1.71047 -0.71522 0.16380
O: -0.74216 1.84100 -0.56372
H: -3.34981 -1.50398 0.82712
H: -1.67094 2.02008 -0.16224
H: 0.53243 -0.03692 -1.88360
H: 0.76967 -1.73765 -1.92195
H: 1.25878 -1.67911 0.51341
H: 1.61870 1.35580 0.74240
H: 2.70191 0.02932 0.77524
H: 1.44791 0.19411 2.05112
H: -0.53477 2.70575 -0.83155